No. 1
Here is 11 unconnected molecules or ions with the total composition C15H24Cl20I2N in a non-equilibrium geometry from the OMol25 dataset. Energies are from ωB97M-V/def2-TZVPD.

The value obtained for the orbital gap is 7.39 eV. Its net charge is +1. The calculation puts the HOMO energy at -11.91 eV.

Last column: Mulliken charge in e.
Atoms and positions in Å:
I 7.6235 -1.8517 -2.2050  0.215
C 5.9534 -0.5264 -2.3903  -0.108
C 6.1705 0.9085 -2.3478  -0.278
C 5.0113 1.8406 -2.4471  0.028
C 3.6650 1.1707 -2.6278  -0.473
C 3.5897 -0.2772 -2.6407  -0.066
I 1.6850 -1.2536 -2.8378  0.175
N 4.6980 -1.1190 -2.5358  -0.057
H 7.1937 1.3364 -2.2130  0.362
H 5.1020 2.9528 -2.4064  0.152
H 2.7423 1.7823 -2.7459  0.628
H 4.6290 -2.1412 -2.5558  0.257
C 4.0478 3.6398 0.8928  -0.620
Cl 3.7838 2.4155 -0.3678  0.196
Cl 3.9376 2.9308 2.5060  -0.136
H 5.0378 4.0700 0.7623  0.438
H 3.2939 4.4138 0.7968  0.302
C 2.2447 -0.1988 3.6922  -0.056
Cl 1.9857 -1.4250 2.4454  -0.154
Cl 2.1278 -0.8988 5.3101  -0.184
H 3.2337 0.2325 3.5636  0.190
H 1.4873 0.5748 3.5872  0.192
C -2.1351 0.4959 -3.7246  -0.086
Cl -3.4020 0.6234 -2.5017  -0.131
Cl -1.0473 1.8906 -3.6676  -0.140
H -1.5596 -0.4076 -3.5417  -0.069
H -2.5958 0.4470 -4.7077  0.413
C -1.2570 -1.9147 5.7867  0.027
Cl -1.8260 -3.5623 6.0745  -0.160
Cl -2.1165 -1.1635 4.4341  -0.121
H -1.4233 -1.3226 6.6831  0.304
H -0.1971 -1.9421 5.5511  -0.055
C -5.1783 -2.5443 -3.5604  -0.256
Cl -3.4144 -2.5721 -3.7012  -0.113
Cl -5.9400 -2.2421 -5.1237  -0.139
H -5.5157 -3.5057 -3.1824  0.314
H -5.4629 -1.7540 -2.8700  0.217
C 3.7698 5.8950 -3.0029  -0.327
Cl 5.4979 5.5277 -3.0904  -0.158
Cl 3.0951 5.4264 -1.4362  -0.110
H 3.6286 6.9634 -3.1426  0.344
H 3.2528 5.3482 -3.7873  0.279
C -0.4148 0.7543 0.1727  -0.180
Cl -1.0936 1.4678 1.6376  -0.154
Cl 1.2934 1.1866 -0.0164  0.026
H -0.4997 -0.3286 0.2357  0.303
H -0.9688 1.1202 -0.6889  0.029
C 2.1922 -3.8509 -5.6520  0.332
Cl 3.9584 -3.8595 -5.7618  -0.160
Cl 1.4501 -3.5607 -7.2268  -0.144
H 1.8569 -4.8140 -5.2750  0.291
H 1.8926 -3.0599 -4.9703  -0.384
C -6.1531 -1.0892 3.8982  0.155
Cl -6.7252 -2.7361 4.1818  -0.144
Cl -7.0099 -0.3366 2.5457  -0.177
H -6.3211 -0.4986 4.7947  0.120
H -5.0902 -1.1195 3.6696  0.043
C -8.8314 -1.5927 7.4489  -0.229
Cl -9.5538 -0.8743 8.8919  -0.154
Cl -7.1183 -1.1747 7.3112  -0.145
H -8.9255 -2.6738 7.5081  0.287
H -9.3553 -1.2235 6.5711  0.248

No. 2
Here is C5H11O2 in the gas phase in a non-equilibrium geometry from the OMol25 dataset. Energies are from ωB97M-V/def2-TZVPD.

Its spin multiplicity is 2. The value obtained for the orbital gap (spin up / spin down) is 11.21 / 8.65 eV. The value obtained for the energy relative to the best compared isomer or geometry (same formula, charge and spin) is 47.6 kcal per mole. The calculation puts the HOMO energy (spin up / spin down) at -10.28 / -10.18 eV.

Last column: Löwdin spin population.
Atoms and positions in Å:
C 1.1270 0.2715 1.0736  0.000
O 2.3051 0.8274 1.6184  0.000
C 1.0103 0.5100 -0.3695  0.005
C 0.2197 -0.3934 -1.3688  -0.001
C -0.9681 -0.9740 -0.6019  0.016
C -1.9330 0.0687 0.1279  0.089
O -2.2684 -0.1846 1.4651  0.821
H 1.0700 -0.8450 1.2928  0.000
H 0.2615 0.8022 1.5430  0.000
H 2.5395 0.2110 2.2607  0.000
H 0.5757 1.6342 -0.5104  0.002
H 1.9785 0.7232 -0.6969  0.000
H -0.2961 0.2308 -2.1153  0.000
H 0.8476 -1.1044 -1.9283  0.000
H -0.7094 -1.7157 0.1383  0.000
H -1.6492 -1.3410 -1.3225  0.003
H -2.6970 0.2981 -0.6284  0.015
H -1.4136 0.9809 0.0221  0.049

No. 3
Here is a molecular structure, C11H17IrN2O4S3 from the OMol25 dataset. Energies are from ωB97M-V/def2-TZVPD.

Its spin multiplicity is 2. The value obtained for the orbital gap (spin up / spin down) is 7.43 / 5.34 eV. Its net charge is +1. The value obtained for the energy relative to the best compared isomer or geometry (same formula, charge and spin) is 0.0 kcal per mole. The calculation puts the HOMO energy (spin up / spin down) at -12.48 / -12.29 eV.

Last column: Löwdin spin population.
Atoms and positions in Å:
Ir -0.3146 1.1562 0.4233  0.336
S 2.9088 -0.9873 2.6872  0.293
C 1.7224 -0.2012 1.9586  -0.003
S 1.6773 0.2886 0.2502  0.395
S 0.1856 0.3933 2.5100  -0.063
C -3.2484 0.8404 0.7037  0.001
C -2.7064 -0.5676 0.8146  -0.001
O -1.4027 -0.6514 0.1429  0.015
H -4.1960 0.9268 1.2350  0.000
H -3.4025 1.1444 -0.3321  0.000
H -2.5782 1.5687 1.2008  0.001
H -3.3621 -1.3088 0.3636  0.000
H -2.5054 -0.8521 1.8435  -0.001
H -1.5270 -0.8473 -0.7968  0.000
C -2.4624 5.3462 -0.4350  0.000
C -1.5725 5.2570 -1.6677  0.000
C -0.1541 4.7308 -1.3659  0.000
C 0.6777 4.6360 -2.6700  0.000
C 2.0860 4.0917 -2.4675  0.001
C 0.5496 5.7027 -0.4189  0.000
O 0.6712 6.8640 -0.6951  0.000
N 1.0763 5.2001 0.7671  0.001
C 1.0020 3.9079 1.2448  0.001
O 1.5123 3.5332 2.2596  0.005
N 0.2700 3.0473 0.4149  0.012
C -0.2483 3.3736 -0.7707  0.004
O -0.8127 2.3857 -1.3276  0.002
H -3.4422 5.7393 -0.7005  0.000
H -2.0391 6.0120 0.3195  0.000
H -2.6215 4.3654 0.0234  0.000
H -1.4470 6.2411 -2.1182  0.000
H -2.0154 4.6011 -2.4185  0.000
H 0.7133 5.6448 -3.0816  0.000
H 0.1193 4.0108 -3.3681  0.000
H 2.6684 4.7169 -1.7881  0.000
H 2.6190 4.0620 -3.4161  0.000
H 2.0765 3.0716 -2.0716  0.001
H 1.5744 5.8599 1.3520  0.000

No. 4
Here is 15 unconnected molecules or ions with the total composition C19H61ClNO18P from the OMol25 dataset. Energies are from ωB97M-V/def2-TZVPD.

The value obtained for the orbital gap is 8.32 eV. The calculation puts the HOMO energy at -9.44 eV.

Last column: Mulliken charge in e.
Atoms and positions in Å:
N 2.7347 2.1987 -3.1293  -0.265
C 3.0156 1.6291 -1.8109  -0.343
C 4.4596 1.4604 -1.5011  0.923
C 5.0274 1.1102 -0.3321  -0.111
P 4.2994 0.7605 1.3184  -0.166
O 3.2006 1.9613 1.3389  -0.441
Cl 3.1279 -0.8840 0.8641  -0.216
C 6.4892 1.0405 -0.5235  0.299
O 7.3600 0.8754 0.2679  -0.504
O 6.7501 1.2552 -1.8744  -0.337
C 5.5928 1.6561 -2.4802  0.352
O 5.5633 2.1131 -3.5777  -0.500
H 3.2843 3.0244 -3.3197  0.092
H 1.7664 2.4960 -3.1450  0.324
H 2.5609 0.6335 -1.7764  0.079
H 2.5495 2.1877 -0.9976  0.549
H 2.2878 1.6309 1.3603  0.298
C 1.9845 0.8842 4.2604  -0.555
O 1.1392 1.1124 3.1342  -0.412
H 2.8706 0.3649 3.9015  0.242
H 2.2891 1.8262 4.7224  0.275
H 1.4873 0.2584 5.0066  0.236
H 0.3415 1.5556 3.4486  0.263
C 0.9287 5.4495 -5.2250  -0.587
O 1.8204 4.6436 -4.4551  -0.428
H 0.5155 4.8163 -6.0054  0.166
H 0.1105 5.8321 -4.6107  0.284
H 1.4539 6.2864 -5.6901  0.276
H 2.1886 5.2016 -3.7641  0.256
C 2.5538 -1.4617 -3.3808  -0.474
O 1.3898 -0.9534 -2.7291  -0.379
H 3.1607 -0.6006 -3.6526  -0.083
H 3.1245 -2.1136 -2.7139  0.400
H 2.2855 -2.0062 -4.2873  0.344
H 0.8398 -1.7017 -2.4810  0.214
C 0.4819 1.2904 -6.4436  -0.743
O 1.4001 0.5947 -5.6054  -0.418
H 0.1013 0.5798 -7.1735  0.302
H -0.3576 1.6864 -5.8662  0.308
H 0.9725 2.1137 -6.9725  0.267
H 1.7395 1.2081 -4.9446  0.247
C -2.9785 0.4282 3.8613  0.310
O -1.7122 0.8745 4.3590  -0.515
H -3.4328 1.2444 3.3072  0.158
H -2.8379 -0.4304 3.2074  -0.262
H -3.6273 0.1505 4.6889  0.046
H -1.3281 0.1430 4.8515  0.233
C -4.1136 -2.3550 6.9089  -0.597
O -3.8222 -2.1662 5.5297  -0.227
H -4.8235 -1.5934 7.2252  0.251
H -4.5627 -3.3406 7.0717  0.184
H -3.2068 -2.2706 7.5063  0.238
H -3.1916 -2.8478 5.2716  0.185
C -6.7824 1.6224 4.3641  -0.548
O -5.7064 2.3888 3.8325  -0.415
H -6.4487 0.5889 4.4199  0.126
H -7.0520 1.9620 5.3673  0.299
H -7.6645 1.6761 3.7208  0.284
H -5.9980 3.3063 3.7836  0.275
C -2.9159 -2.8037 1.9447  -0.595
O -2.9822 -3.8147 2.9497  -0.453
H -2.1743 -2.0760 2.2561  0.125
H -2.6086 -3.2294 0.9859  0.345
H -3.8829 -2.3070 1.8341  0.310
H -3.6357 -4.4637 2.6754  0.261
C -5.5572 -6.5729 5.7910  -0.592
O -4.4902 -5.7658 5.3035  -0.436
H -5.2092 -7.6024 5.7928  0.213
H -5.8344 -6.2934 6.8108  0.258
H -6.4380 -6.5002 5.1479  0.286
H -4.7929 -4.8517 5.2989  0.239
C -2.5261 -0.2716 -2.9793  -0.551
O -1.5686 0.6605 -3.4592  -0.445
H -3.5007 0.2082 -3.0237  0.247
H -2.5513 -1.1731 -3.5987  0.271
H -2.3227 -0.5553 -1.9419  0.190
H -0.7038 0.2363 -3.4225  0.280
C 4.8320 -0.2036 -6.9447  -0.218
O 3.7330 -0.1856 -7.8484  -0.508
H 5.6498 -0.7144 -7.4493  0.110
H 5.1545 0.8081 -6.6873  0.261
H 4.5867 -0.7464 -6.0279  0.080
H 3.0070 0.2657 -7.4043  0.251
C 5.9532 -2.3512 -9.9485  -0.535
O 5.7277 -1.0849 -10.5540  -0.517
H 6.4644 -2.9766 -10.6764  0.271
H 6.5845 -2.2542 -9.0603  0.224
H 5.0040 -2.8197 -9.6754  0.246
H 5.2615 -0.5333 -9.9158  0.317
C 0.0504 -3.4408 7.8283  -0.637
O -1.0469 -3.3018 6.9296  -0.395
H 0.0937 -2.5351 8.4276  0.219
H -0.0873 -4.2971 8.4928  0.299
H 0.9939 -3.5521 7.2888  0.257
H -1.0902 -4.1013 6.3961  0.256
C -3.5670 5.0750 3.6057  -0.444
O -4.6682 5.1856 2.7048  -0.536
H -3.5153 5.9874 4.1938  0.255
H -3.7028 4.2269 4.2813  0.199
H -2.6297 4.9544 3.0573  0.228
H -4.6961 4.3736 2.1893  0.310

No. 5
Here is a molecular structure, C25H25MoN2P in a non-equilibrium geometry from the OMol25 dataset. Energies are from ωB97M-V/def2-TZVPD.

Its spin multiplicity is 3. The value obtained for the orbital gap (spin up / spin down) is 5.64 / 8.03 eV. The value obtained for the energy relative to the best compared isomer or geometry (same formula, charge and spin) is 0.0 kcal per mole. The calculation puts the HOMO energy (spin up / spin down) at -5.01 / -7.42 eV.

Last column: Löwdin spin population.
Atoms and positions in Å:
C -1.9512 -2.8237 -3.5735  0.033
C -1.9835 -3.6388 -2.3996  0.002
C -0.6764 -3.6548 -1.8197  0.036
C 0.1776 -2.8505 -2.6560  0.037
C -0.6229 -2.2978 -3.7142  0.055
Mo -1.2964 -1.4575 -1.7251  1.507
N -2.3906 0.0793 -2.2531  0.052
C -3.6689 -0.2612 -1.6466  0.024
C -3.3872 -1.5320 -0.8568  0.027
H -0.3626 -4.2276 -0.9516  0.007
H -2.8188 -4.2543 -2.0761  0.000
H 1.2521 -2.7625 -2.5661  0.003
H -0.2482 -1.7287 -4.5606  0.011
H -2.7363 -2.7498 -4.3246  0.003
H -4.0641 -2.3280 -1.1808  0.001
H -4.0697 0.5269 -0.9707  0.005
H -2.4006 0.7027 -3.0606  0.007
H -3.5426 -1.3837 0.2150  0.012
H -4.4381 -0.3910 -2.4418  0.001
N 0.2136 -0.9240 -0.8642  0.126
P 0.7026 0.1490 0.2602  0.031
C 0.3951 1.7443 -0.5476  0.000
C 1.4363 2.1462 -1.4120  0.001
C 1.4519 3.4357 -1.9204  0.000
C 0.3746 4.2952 -1.6534  -0.001
C -0.7483 3.8202 -0.9743  0.000
C -0.7665 2.5151 -0.4615  -0.001
C -0.0581 -0.5005 1.7767  0.014
C -1.0109 0.1450 2.5726  0.003
C -1.2493 -0.3430 3.8605  0.001
C -0.5811 -1.4840 4.3090  0.001
C 0.2888 -2.1940 3.4757  0.000
C 0.5256 -1.7156 2.1938  0.001
C 2.2885 0.6831 1.0660  -0.002
C 2.0807 1.7769 1.9372  0.001
C 3.1023 2.3175 2.7090  0.000
C 4.3894 1.7797 2.6004  0.000
C 4.6277 0.7202 1.7200  0.000
C 3.5902 0.1651 0.9570  0.000
H 2.2483 1.4547 -1.6529  0.001
H 2.3036 3.7850 -2.5026  0.000
H 0.4280 5.3360 -1.9819  0.000
H -1.5984 4.4872 -0.8119  0.000
H -1.6639 2.0983 -0.0098  0.000
H -1.5303 1.0229 2.1897  0.001
H -1.9228 0.2001 4.5252  0.000
H -0.7262 -1.8262 5.3275  0.000
H 0.8137 -3.0791 3.8347  0.000
H 1.2158 -2.2383 1.5265  0.000
H 1.0907 2.2377 2.0091  0.000
H 2.8856 3.1514 3.3815  0.000
H 5.1927 2.2055 3.2019  0.000
H 5.6457 0.3287 1.6427  0.000
H 3.7931 -0.6631 0.2781  0.000

No. 6
Here is 2 unconnected molecules or ions with the total composition C6H10O3 in a non-equilibrium geometry from the OMol25 dataset. Energies are from ωB97M-V/def2-TZVPD.

The value obtained for the orbital gap is 9.69 eV. As for the SMILES: CC(=O)/C=C(/C)O.C=O. The value obtained for the energy relative to the best compared isomer or geometry (same formula, charge and spin) is 45.3 kcal per mole. The calculation puts the HOMO energy at -9.19 eV.

Last column: Mulliken charge in e.
Atoms and positions in Å:
C 1.4042 1.7255 1.3948  -1.293
C 0.6861 0.4182 1.2111  1.179
O 0.1999 -0.1794 2.1638  -0.697
C 0.2835 0.1350 -0.2327  -0.983
C 0.1490 -1.2181 -0.4204  0.826
C 0.2947 -1.8009 -1.7965  -1.267
O -0.4260 -2.0306 0.4487  -0.539
H 2.4611 1.5896 1.1823  0.334
H 1.0257 2.4831 0.7064  0.341
H 1.2716 2.0920 2.4122  0.353
H 0.7421 0.7432 -0.9941  0.309
H -0.1237 -2.8007 -1.8487  0.358
H 1.3318 -1.8045 -2.1155  0.319
H -0.2738 -1.2006 -2.5021  0.321
H -0.5678 -1.5317 1.2967  0.421
C -2.0258 0.8146 -0.2204  0.041
O -2.2386 0.6305 -1.4153  -0.491
H -2.4218 0.1290 0.5448  0.219
H -1.7722 1.8056 0.1845  0.249